1.
C5H14O3 | ωB97M-V/def2-TZVPD

HOMO-LUMO gap: 9.35 eV
Energy relative to the best compared isomer or geometry (same formula, charge and spin): 223.1 kJ/mol
Total charge: 0

```
22
Properties=species:S:1:pos:R:3:forces:R:3
O -1.88229 -3.74067 1.83856 0.928 -1.846 -1.027
H -0.75561 0.11179 2.19415 0.200 -0.026 -0.629
H 3.71927 0.10264 -5.54487 0.150 -0.541 0.074
O 3.93494 0.93532 -5.12735 0.631 -0.770 0.554
H 1.03398 -1.80277 -0.55191 -1.169 1.255 -0.106
H -0.81348 4.22899 5.03794 -0.062 -1.510 1.020
H -0.53075 3.03163 6.16713 -1.162 1.295 -2.059
C -0.16055 1.47057 -0.36501 3.229 -0.441 1.486
H 0.81410 1.49752 -0.99404 -1.599 0.691 0.966
H -0.19398 -1.95439 -2.72441 -0.610 1.188 1.249
H -0.06269 -1.42647 1.49084 -0.239 -1.221 0.358
H -2.56827 -3.37407 1.27476 -0.030 0.046 -0.111
C -0.46405 -1.16780 -1.93728 1.100 -2.710 -1.238
C 0.18148 -1.08067 -0.78262 1.542 -0.647 -2.286
C -0.17777 0.03545 0.05773 -0.345 -1.094 4.216
H -0.10934 2.14094 0.56719 0.030 -0.919 -1.566
H 3.40086 1.52276 -5.62254 -0.781 1.313 -0.624
H -0.96973 1.72862 -0.94832 -1.700 0.711 -1.449
C -0.40739 -0.44731 1.31038 0.177 2.378 -0.353
O -1.10612 3.34301 5.38558 1.224 0.213 1.032
H -1.51898 -4.53085 1.31662 -0.865 1.810 1.137
H -1.36364 -0.62423 -2.04254 -0.649 0.827 -0.645
```
Positions in Å, forces in eV/Å.

---

2.
C30H70ClIN7O | ωB97M-V/def2-TZVPD

HOMO-LUMO gap: 5.98 eV
Total charge: +1

```
110
Properties=species:S:1:pos:R:3:forces:R:3
C -5.41392 -6.48834 -2.74456 0.091 0.174 0.208
C -6.33155 -5.27336 -2.93761 -0.073 -0.019 0.124
H -2.66709 2.13574 1.57659 -0.172 0.052 -0.358
H 6.24510 2.85299 -4.78512 -0.017 -0.012 0.016
C 1.21248 4.08103 3.68476 0.027 -0.504 0.404
H 2.18359 3.68941 -0.32482 -0.202 -0.214 -0.069
C -3.14552 -4.70854 0.45517 0.105 -0.214 -0.101
C 5.21417 4.22171 5.22131 -0.243 -0.600 0.079
H -0.26133 1.32006 3.14885 0.079 -0.296 -0.167
H -2.90022 -4.46422 -0.59058 -0.027 -0.051 -0.024
H 3.65637 1.46806 -5.94153 0.009 0.001 0.020
C -0.60015 2.34009 3.27894 0.271 -0.194 0.314
H 4.35453 3.11281 2.98338 0.279 0.323 -0.067
H 5.18365 4.28952 -2.85579 -0.007 -0.081 0.009
H -6.99971 -7.87505 -6.39860 0.020 -0.013 0.007
H -6.51939 -4.80031 -1.97062 0.016 -0.004 -0.001
N -4.74633 -7.03072 -3.91547 -0.069 -0.166 0.018
N 6.39342 3.20086 3.42548 0.110 -0.223 -0.480
H -6.04374 -8.63259 -4.17294 0.005 0.068 0.094
H 3.42909 4.67663 1.17650 0.257 -0.144 -0.020
H 5.32799 5.20687 4.78598 0.054 0.356 0.165
N 3.72391 3.82086 3.39362 -0.578 -0.857 0.371
Cl 2.28852 1.94977 2.21795 0.256 -0.115 0.246
H -4.48436 -5.31827 -5.15259 0.042 0.024 -0.034
H -7.30074 -5.55250 -3.34686 0.020 0.034 -0.093
C 5.14463 1.81111 -1.97569 0.054 -0.032 0.050
H 0.18072 -2.55941 0.59595 -0.006 -0.023 0.007
H 4.16685 4.99787 -4.06197 -0.109 -0.075 -0.062
C -2.07922 2.25088 3.61653 -0.107 -0.507 -0.648
H 5.44404 0.80907 -1.66610 -0.015 -0.008 -0.012
C 4.27484 1.73294 -3.21969 0.123 -0.051 0.036
H 5.45059 3.99596 -5.87352 -0.001 -0.096 -0.016
H 2.41426 6.31204 6.39222 0.042 0.038 -0.012
C 2.37308 3.62709 2.77060 -0.335 0.503 -1.502
H -5.03359 -3.02732 1.19114 0.059 -0.119 -0.026
N 1.57794 4.03999 0.40747 0.129 0.555 0.215
H -2.18579 -4.83270 -4.41368 -0.008 0.000 -0.013
H -4.01382 -1.79485 1.86303 0.134 -0.035 0.029
H -1.22020 -5.66630 0.82518 -0.001 -0.010 0.005
H -4.18559 -5.04610 0.45936 -0.064 0.183 -0.003
C 4.70569 4.07938 -3.81710 0.222 0.113 0.091
H 2.22036 3.90207 -4.73572 0.103 0.056 0.035
C -6.63747 -7.17656 -5.64190 -0.072 -0.052 0.013
I 3.77889 1.62466 5.54280 -0.253 0.159 -0.103
C -4.03929 -1.83809 -0.28743 -0.032 0.132 0.027
H -2.22104 -6.18341 -3.27707 -0.056 -0.031 0.026
H 5.33399 4.25180 6.28935 -0.071 0.331 0.416
H 0.55838 4.65838 3.04995 -0.232 0.311 -0.140
C 3.82026 3.68713 4.88221 0.363 0.435 0.101
H 2.19664 3.87749 6.27163 -0.433 -0.379 -0.209
C 6.25531 3.30711 4.67376 0.559 -0.004 -0.241
C 2.66715 4.51854 5.53064 0.172 0.265 0.922
H -6.24995 -6.30278 -6.16653 0.017 0.009 0.014
H -3.23525 -1.10530 -0.35096 0.044 -0.039 -0.051
C 0.34930 2.99601 4.31930 -0.525 0.030 0.459
H -0.49383 2.79075 2.29672 0.081 0.283 -0.212
C 5.80960 3.85024 -4.85666 0.006 0.122 -0.028
H -5.97953 -7.29074 -2.26508 -0.008 -0.081 -0.133
H 0.97572 2.22218 4.74531 0.326 -0.241 -0.064
H -2.22614 1.66122 4.51016 -0.057 0.080 0.479
H 4.59103 2.26932 -1.15169 0.017 0.039 0.000
C -0.43358 3.57236 5.49723 0.435 0.392 -0.031
C -5.56709 -7.86010 -4.78232 -0.009 -0.197 -0.154
H -0.90669 2.78914 6.06250 -0.415 -0.295 0.029
H 3.43581 1.06692 -3.00146 -0.067 0.040 -0.114
H 2.06210 5.52776 1.81044 -0.153 0.279 0.167
C -0.87567 -2.62356 0.32346 0.073 0.119 0.071
N 3.19461 5.68939 6.20971 0.061 -0.055 -0.301
H 6.88295 2.75671 5.36226 0.129 -0.043 0.314
C 2.39306 4.54709 1.49445 0.242 -0.337 -0.149
H 6.05691 2.38480 -2.14196 -0.011 0.009 0.007
H -4.97595 -1.29504 -0.42966 -0.010 -0.016 0.022
H 2.15546 2.13991 -6.55962 -0.011 0.002 0.022
H -3.27107 -4.77831 -3.03244 0.000 -0.012 0.002
N 3.72961 3.02044 -3.60986 -0.207 0.110 0.087
H -1.15453 4.31008 5.17962 -0.411 0.103 -0.100
H 6.61580 4.56900 -4.69786 -0.007 -0.003 0.011
C -1.69681 -3.05428 1.54739 0.230 -0.103 0.085
H -1.75341 -2.22067 2.25377 -0.131 0.033 -0.042
C -3.90299 -6.10444 -4.64555 0.064 0.156 0.018
H 0.20916 4.08656 6.19612 0.235 0.122 0.207
H -3.83798 1.38995 2.66364 -0.307 -0.094 0.028
H -2.31404 0.57862 2.26813 0.002 -0.394 -0.016
H 7.13370 2.54028 3.19827 0.000 0.031 -0.160
H 3.61178 3.11307 -6.58917 0.059 -0.029 0.014
H -3.94080 -2.53348 -1.12176 0.021 -0.033 0.023
H -5.88716 -4.51848 -3.58785 0.022 -0.015 -0.010
H 3.57473 5.40966 7.10632 -0.009 0.152 0.064
O 1.75664 5.02691 4.60178 0.335 -0.113 -0.457
N -3.04082 -3.55540 1.32858 -0.119 0.156 0.120
H -3.39247 -6.66648 -5.43177 -0.115 -0.074 -0.032
H -2.51491 -6.17203 1.92220 0.010 0.045 0.017
H -0.95565 -3.33549 -0.49864 -0.022 -0.017 0.008
C 3.06192 2.37993 -6.00136 -0.035 0.062 -0.052
C 2.68432 2.91911 -4.61753 -0.235 -0.076 -0.090
H -2.48348 -6.74325 0.25159 -0.010 0.011 -0.012
C -2.78623 1.53115 2.46849 0.399 0.438 0.068
H 1.89611 2.27945 -4.20737 0.081 -0.052 0.065
H -1.13355 -3.82590 2.07875 -0.041 -0.051 -0.052
C -2.28691 -5.88479 0.89501 0.068 0.001 -0.016
H -7.50102 -6.87124 -5.05279 0.018 0.066 0.007
C -4.05620 -2.54965 1.07169 -0.244 0.085 -0.036
C -2.83819 -5.44052 -3.78504 0.006 0.057 0.047
H -4.89091 -8.40242 -5.45070 0.073 0.082 0.014
H -2.54477 3.21932 3.72145 -0.059 0.355 0.323
H 4.85068 1.25231 -4.02440 0.010 -0.020 0.017
H -1.17024 -1.64102 -0.04339 -0.054 -0.039 -0.082
H -4.64491 -6.22001 -2.01346 0.044 0.023 -0.069
H 1.04298 4.79827 0.00182 -0.068 -0.122 -0.012
H 4.12237 4.72620 3.12733 -0.185 0.072 0.020
```
Positions in Å, forces in eV/Å.

---

3.
C4H37N2O15 | ωB97M-V/def2-TZVPD

HOMO-LUMO gap: 10.02 eV
Energy relative to the best compared isomer or geometry (same formula, charge and spin): 588.7 kJ/mol
Total charge: +1

```
58
Properties=species:S:1:pos:R:3:forces:R:3
H -0.36197 -5.42380 -1.73109 -9.531 -4.997 6.085
H -0.77942 4.06897 -3.41113 -0.728 -0.338 -0.354
H 0.77268 2.06609 2.96892 -0.270 0.143 0.875
H -3.59984 3.91310 1.01712 -7.166 -3.652 -2.577
H -0.01682 -4.67431 -2.96260 -0.709 0.218 -0.645
H -0.58895 1.45150 -5.02794 0.913 -2.371 1.791
O 1.40621 2.02574 -0.81413 -1.703 0.236 1.124
O 4.49688 -1.84072 0.42713 3.825 -3.734 10.892
H -1.94304 -2.72685 2.12945 0.280 0.769 0.419
O 2.27244 -3.37752 3.08116 0.313 -2.151 2.016
O -2.16768 0.64300 0.98117 -1.831 -1.517 3.163
H 4.15849 -1.65136 -0.30234 -3.831 3.303 -9.991
H -0.27495 0.08427 1.16757 1.396 -0.837 -0.194
H 1.21705 -1.96553 4.64876 -0.915 3.650 -0.451
H -1.53101 1.48442 -0.73029 -0.063 1.062 -0.404
H 2.75831 1.13231 0.95638 -2.648 1.877 0.720
O -3.46742 0.39026 -2.46315 3.197 -0.271 -3.509
O -0.15242 0.75354 -4.38391 -0.068 3.321 -2.143
H 2.61832 1.54760 -2.71501 0.195 0.508 5.098
H 0.73571 1.21896 -4.31892 -1.074 -0.849 0.453
H -2.32626 -1.41146 0.24092 0.185 -0.036 -0.187
O 2.54712 1.48310 -3.59782 -0.199 2.434 -4.508
H 1.68439 -3.60903 -2.40711 0.222 0.272 -0.591
N -1.17269 2.44482 -0.49627 0.152 -0.371 -1.146
H 2.75142 -4.13513 3.57874 -1.136 1.957 -1.441
C -0.84126 0.92987 1.43584 -3.344 -0.095 1.600
O -1.09033 -3.67519 1.42698 -0.380 -1.252 -0.820
O 0.96128 -0.91976 4.69369 1.791 -3.747 3.622
H -2.52954 -0.02706 1.74927 1.082 2.024 -2.840
O -2.18514 -1.90188 2.63210 0.084 0.845 -0.633
H -1.44472 -4.60132 1.52048 1.738 1.246 -0.261
H 2.22960 -3.15977 -3.76103 2.294 -1.854 -3.934
C 0.96132 2.01770 0.35317 5.287 -0.765 -0.574
H -1.40066 -1.74013 -0.94951 0.544 -0.701 -0.273
O -2.12765 -1.19806 -0.68009 -0.400 -0.062 -0.017
H 1.19757 -0.80009 5.71402 -0.861 0.024 -3.200
H -0.62461 2.89591 -1.34686 -0.626 -1.189 1.324
H -2.68937 0.12310 -3.21170 -3.233 1.034 3.203
O -2.93496 4.34690 1.32325 7.415 5.023 3.353
O -1.21020 3.57627 -2.70553 0.007 0.059 0.598
H 2.84885 -3.12353 2.37387 0.796 0.245 -0.639
H -0.59368 3.00111 1.51758 0.185 0.221 -1.026
H 2.46525 1.94282 3.42214 0.228 0.272 -0.501
C 1.67587 1.50169 2.81682 -0.711 -0.426 -0.790
H -2.05958 3.12668 -2.87054 0.649 0.552 -0.942
H -1.02501 0.95669 2.56492 1.484 0.522 -1.468
H -2.96471 -2.13322 3.10364 -1.062 -0.069 0.825
H -1.95310 3.08383 -0.39856 -0.319 -0.047 0.535
H -3.12562 -0.02087 -1.66224 0.159 -0.492 0.109
H 2.46573 0.59609 -3.79527 -0.005 -3.067 -0.602
H 5.20698 -1.32728 0.80877 -0.096 0.393 -0.848
O 1.82494 -2.86866 -3.02655 -2.443 1.610 4.569
H -3.13444 5.22240 1.74029 -0.266 -1.524 -0.850
N 1.86269 1.65735 1.33735 2.327 -1.889 -0.101
H 1.53720 0.45557 3.20879 0.030 0.930 -0.871
C -0.42198 2.24044 0.73226 -0.636 0.012 2.037
H -0.13283 -3.47865 1.36803 -0.698 -1.260 0.360
O 0.24930 -5.08896 -2.15849 10.176 4.801 -5.442
```
Positions in Å, forces in eV/Å.

---

4.
H10O5 | ωB97M-V/def2-TZVPD

HOMO-LUMO gap: 10.89 eV
Energy relative to the best compared isomer or geometry (same formula, charge and spin): 94.2 kJ/mol
Total charge: 0

```
15
Properties=species:S:1:pos:R:3:forces:R:3
H 7.37198 9.24273 13.01766 0.104 -0.075 0.064
H 8.24870 9.73275 14.17228 0.040 -0.099 -0.093
H 9.45195 14.00228 14.05812 -0.106 0.036 0.405
O 10.19807 14.82450 11.20730 0.003 -0.123 0.074
H 10.78356 14.22050 10.73859 -0.046 0.058 0.060
H 4.60424 13.74914 12.53448 0.094 0.108 -0.017
H 9.28775 15.15178 15.05570 0.060 -0.040 -0.049
H 9.72573 14.26691 11.84123 -0.068 0.028 -0.215
O 9.78900 14.34496 14.90237 -0.029 -0.050 -0.212
H 7.84478 12.19442 12.68688 0.171 0.082 0.010
O 7.97882 13.13922 12.82748 -0.314 0.052 -0.115
O 5.36125 14.34765 12.55417 -0.121 -0.036 0.152
O 8.29082 9.32496 13.29822 -0.179 0.244 0.036
H 5.17712 14.96338 13.27513 0.035 -0.077 -0.125
H 7.09781 13.54712 12.69583 0.356 -0.106 0.024
```
Positions in Å, forces in eV/Å.

---

5.
C6H9NO3S | ωB97M-V/def2-TZVPD

HOMO-LUMO gap: 9.32 eV
Energy relative to the best compared isomer or geometry (same formula, charge and spin): 357.9 kJ/mol
Total charge: 0

```
20
Properties=species:S:1:pos:R:3:forces:R:3
H -3.58849 2.39068 -0.51947 -0.197 0.762 -1.325
S 2.14760 0.81259 -0.01541 -0.268 -0.102 -0.581
C -3.13035 1.78184 0.19866 1.219 -0.472 0.741
N -0.37431 -1.90134 -1.25723 -0.730 -1.182 -0.767
H -0.79453 -1.46869 -2.10127 0.427 0.088 0.911
H 0.46144 0.71240 -1.70671 -0.238 0.250 -0.112
C -0.98407 0.84986 0.55730 4.089 -1.154 -0.155
H 3.08223 -0.88935 1.52376 -0.564 0.063 -1.553
C 2.53863 -0.86180 0.52157 -2.396 0.067 3.614
C 0.33143 -1.16118 -0.53083 0.560 1.616 -0.896
H -2.96832 2.34924 1.08538 -0.106 0.286 0.814
H 3.03753 -1.27752 -0.25241 2.239 -1.030 -2.364
C 0.58853 0.26879 -0.73266 -2.779 1.288 2.741
H 0.74539 -1.27906 1.63857 0.168 -1.150 -1.928
C 1.16487 -1.61001 0.59772 0.195 0.754 2.520
H 1.24980 -2.65956 0.40927 0.276 -0.846 0.899
O 2.95041 0.98790 -1.24895 0.779 0.615 -0.298
O -1.81044 1.35012 -0.27703 -1.512 0.545 -0.761
O -0.91562 0.68226 1.74606 -0.725 0.376 -1.826
H -3.73174 0.92283 0.36367 -0.438 -0.776 0.327
```
Positions in Å, forces in eV/Å.

---

6.
C2N3O3S | ωB97M-V/def2-TZVPD

HOMO-LUMO gap: 8.59 eV
Energy relative to the best compared isomer or geometry (same formula, charge and spin): 223.6 kJ/mol
Total charge: -1

```
9
Properties=species:S:1:pos:R:3:forces:R:3
O -1.98176 1.20298 -0.71012 0.474 0.318 0.488
S 2.50007 -0.32564 -0.68965 0.885 -0.522 -0.413
O 1.11851 0.10528 1.56728 0.081 -0.643 0.572
N -0.79370 1.07126 -0.35904 -3.189 -1.126 -0.826
C -0.81679 -1.30945 -0.05661 -0.169 3.071 -1.174
N -0.27791 -0.15706 -0.48026 1.578 -1.673 0.555
O -0.07300 1.95745 -0.02224 0.822 1.230 0.158
C 1.39799 -0.17733 0.46800 0.140 1.253 0.019
N -1.07342 -2.36747 0.28263 -0.622 -1.907 0.621
```
Positions in Å, forces in eV/Å.

---

Which formula does entry 5 have? C6H9NO3S

---

Look up the total charge of the fifth one. 0